ORCA calculation (ωB97M-V/def2-TZVPD) on a single C2H8OS4Si molecule at a distorted geometry.

Geometry as XYZ:
```
16
C2H8OS4Si (ωB97M-V/def2-TZVPD)
C -2.09 0.50 0.84
C -0.86 1.08 0.15
O -0.74 0.21 -0.98
Si 0.48 -0.48 -1.72
S 0.67 -2.36 0.99
S 2.63 1.93 0.44
S 2.06 -1.40 -0.36
S 3.28 0.12 0.38
H -3.07 0.59 0.28
H -1.89 -0.50 1.14
H -2.14 1.09 1.84
H -0.07 1.27 0.85
H -1.05 2.01 -0.22
H 1.39 0.57 -2.18
H -0.19 -1.31 -2.71
H 1.60 -3.30 1.28
```

Computed properties:
HOMO energy (spin up / spin down) = -0.271 / -0.271 hartree
Energy above the lowest of the compared OMol25 structures with the same formula, charge and spin = 122.3 kJ/mol
E_LUMO (spin up / spin down) = -0.9 / -0.9 eV
Total charge = 0
HOMO-LUMO gap (spin up / spin down) = 6.4 / 6.4 eV
Calculated total energy = -55469.0776 eV